Below is a single C4H7N3O molecule, with properties calculated with ωB97M-V/def2-TZVPD.

Structure (XYZ):
```
15
Properties=species:S:1:pos:R:3:forces:R:3:nbo_charge:R:1
O -2.10862 0.84522 -0.71587 -1.73 -0.26 0.07 -0.62
N -1.83229 2.04072 0.01123 -0.31 0.65 -1.61 -0.18
C -0.57040 2.28313 0.16412 -3.20 3.47 1.99 0.18
N 0.40510 1.42891 0.27726 2.37 -2.07 1.90 -0.49
C 0.61626 0.50307 -0.51737 2.16 -2.09 -1.74 0.34
N 1.52088 -0.66695 -0.29488 -3.20 1.82 1.40 -0.39
C 0.83544 -1.99477 -0.21903 -3.46 2.25 -1.60 -0.25
C 1.08042 -1.30366 0.98851 1.74 -2.12 3.45 -0.28
H -3.12341 0.83422 -0.90508 2.82 0.46 0.96 0.49
H -0.40931 3.30462 0.66175 -0.23 -1.51 -0.85 0.19
H 0.31334 0.71805 -1.51248 -0.30 -0.94 -1.27 0.17
H 1.36152 -2.78807 -0.48548 2.84 -3.11 -1.19 0.19
H -0.19424 -2.17319 -0.51308 -0.17 0.80 -0.31 0.19
H 2.01068 -1.92897 1.41748 -2.21 2.31 0.29 0.21
H 0.09464 -1.10234 1.64293 2.87 0.34 -1.49 0.24
```
Positions in Å, forces in eV/Å.

Structure (SMILES) = O/N=C\N=C\N1CC1
E_tot = -10773.597 eV
Net charge = 0
Gap between HOMO and LUMO = 9.3656 eV
Max |F| = 5.1 eV/Å
Energy relative to the best compared isomer or geometry (same formula, charge and spin) = 593.46 kJ/mol

=====

Below is a 2-piece molecular cluster, C4H7N3O overall, with properties calculated with ωB97M-V/def2-TZVPD.

Structure (XYZ):
```
15
Properties=species:S:1:pos:R:3:forces:R:3:nbo_charge:R:1
C 1.72631 -0.03292 -0.21607 -0.26 -3.80 5.13 0.04
C 0.19379 -0.24067 0.25637 4.83 2.10 1.52 -0.07
C -0.75129 1.10044 -0.08776 1.04 3.00 2.05 -0.24
C -2.90660 -0.45406 0.23415 2.83 -2.44 -3.04 -0.28
H 4.48417 -0.51844 0.22330 3.31 -0.97 1.48 0.47
H 1.76283 0.23296 -1.19781 0.40 1.39 -2.63 0.18
H -0.05082 -0.93369 1.11084 0.03 1.12 -1.05 0.25
H -0.43578 2.12556 -0.61698 -0.45 -2.38 1.63 0.23
H -1.60194 1.07723 0.61814 1.15 0.75 -0.47 0.20
H -3.24221 0.80329 0.90056 0.99 -4.47 -2.45 0.25
H -3.53711 -1.44701 0.34695 0.76 2.63 -0.08 0.22
N 2.80337 -0.51283 0.40146 -4.41 2.37 -2.03 -0.14
N -0.61367 -0.01171 -0.80280 -4.14 -4.79 -4.66 -0.34
N -1.73914 -1.00757 -0.77720 -4.26 5.12 5.68 -0.21
O 3.90807 -0.18058 -0.39316 -1.82 0.39 -1.07 -0.56
```
Positions in Å, forces in eV/Å.

E_tot = -10768.215 eV
Net charge = 0
Gap between HOMO and LUMO = 8.3677 eV
Max |F| = 8.8 eV/Å
Energy relative to the best compared isomer or geometry (same formula, charge and spin) = 1112.72 kJ/mol

=====

no.,LUMO level (eV)
1,0.62
2,-0.57